[1]
Entry from the Open Molecules 2025 dataset: C22H17F6IN5O5PbS4 as an isolated structure (the ωB97M-V functional and the def2-TZVPD basis).

Geometry as XYZ:
```
61
C22H17F6IN5O5PbS4, DFT the ωB97M-V functional and the def2-TZVPD basis
Pb -0.41 0.42 -0.72
S -0.44 5.10 0.55
C 1.10 4.99 -0.22
C 2.11 5.95 -0.30
C 3.21 5.66 -1.08
C 3.30 4.45 -1.78
C 2.31 3.49 -1.67
C 1.22 3.75 -0.86
N 0.10 2.94 -0.70
C -0.84 3.54 -0.04
C -2.19 2.94 0.09
C -3.30 3.73 0.37
C -4.57 3.19 0.32
C -4.76 1.86 -0.02
C -3.66 1.05 -0.29
C -2.41 1.61 -0.19
H 2.01 6.90 0.21
H 4.00 6.39 -1.17
H 4.16 4.26 -2.40
H 2.39 2.55 -2.21
H -3.16 4.79 0.58
H -5.43 3.82 0.52
H -5.75 1.44 -0.09
H -3.80 0.01 -0.54
C -0.90 -6.15 -0.94
C -0.32 -4.78 -1.10
C 0.96 -4.46 -0.65
C 1.34 -3.14 -0.73
N 0.55 -2.20 -1.26
C -0.60 -2.63 -1.76
S -1.52 -1.36 -2.59
N -1.09 -3.85 -1.66
H -0.16 -6.92 -1.18
H -1.76 -6.28 -1.59
H -1.20 -6.31 0.10
H 1.61 -5.21 -0.23
H 2.29 -2.81 -0.34
N -2.03 -2.77 2.02
C -2.61 -2.36 0.88
O -2.19 -1.43 0.22
C -3.84 -3.14 0.43
I -4.33 -2.77 -1.61
H -1.25 -2.23 2.37
H -2.41 -3.51 2.58
H -4.71 -2.83 1.00
H -3.70 -4.22 0.55
F 2.73 -1.26 3.81
C 2.00 -1.51 2.75
F 0.93 -2.22 3.12
F 2.68 -2.23 1.87
S 1.37 0.09 1.98
O -0.03 -0.26 1.66
O 1.57 1.12 2.95
N 2.04 0.32 0.55
S 3.62 0.78 0.67
O 4.22 0.11 1.79
O 3.83 2.17 0.46
C 4.31 -0.01 -0.84
F 5.58 0.32 -0.94
F 4.20 -1.33 -0.79
F 3.65 0.44 -1.92
```

Calculated values
E_LUMO (spin up / spin down): -5.96 / -5.84 eV
Energy relative to the best compared isomer or geometry (same formula, charge and spin): 37.9 kcal per mole
Charge: +1
Frontier orbital gap (spin up / spin down): 0.199 / 0.203 Eh
E: -4180.76911 Eh
Spin multiplicity: 1

[2]
Entry from the Open Molecules 2025 dataset: one molecule with the formula C4H4N2 (the ωB97M-V functional and the def2-TZVPD basis).

Geometry as XYZ:
```
10
C4H4N2, DFT the ωB97M-V functional and the def2-TZVPD basis
N -0.46 -1.29 -0.56
C -0.26 0.58 0.73
C 0.49 -0.43 0.04
C 1.75 -0.11 0.17
C -0.77 1.72 0.07
N -1.15 2.71 -0.40
H -0.60 -1.34 -1.55
H -1.04 -1.92 -0.01
H -0.76 0.30 1.66
H 2.82 -0.25 -0.08
```

Calculated values
E_LUMO (spin up / spin down): -0.46 / -0.79 eV
Energy relative to the best compared isomer or geometry (same formula, charge and spin): 120.6 kcal per mole
Charge: 0
Frontier orbital gap (spin up / spin down): 0.308 / 0.311 Eh
E: -264.13420 Eh
Spin multiplicity: 1

[3]
Entry from the Open Molecules 2025 dataset: a 2-piece molecular cluster, C5H14O overall (the ωB97M-V functional and the def2-TZVPD basis).

Geometry as XYZ:
```
20
C5H14O, DFT the ωB97M-V functional and the def2-TZVPD basis
C 0.15 -1.51 -0.67
C 2.08 1.20 1.14
C -0.43 1.13 1.00
C 1.00 -0.29 -0.50
C 0.88 0.38 0.84
H 0.10 -2.06 0.28
H 0.57 -2.19 -1.44
H -0.87 -1.23 -0.97
H 1.98 1.62 2.15
H 2.09 2.03 0.41
H 3.05 0.66 1.07
H -0.73 1.35 2.04
H -1.20 0.48 0.55
H -0.39 2.08 0.44
H 2.05 -0.61 -0.65
H 0.77 0.48 -1.26
H 0.97 -0.41 1.61
O -3.66 -1.07 -2.17
H -3.89 -0.88 -1.23
H -4.53 -1.15 -2.63
```

Calculated values
E_LUMO: 0.78 eV
Energy relative to the best compared isomer or geometry (same formula, charge and spin): 8.1 kcal per mole
Charge: 0
Frontier orbital gap: 0.427 Eh
E: -274.12921 Eh
Spin multiplicity: 1

[4]
Entry from the Open Molecules 2025 dataset: one molecule with the formula C5H10N2O (the ωB97M-V functional and the def2-TZVPD basis).

Geometry as XYZ:
```
18
C5H10N2O, DFT the ωB97M-V functional and the def2-TZVPD basis
C 0.99 -1.63 0.27
C -0.29 2.63 -0.20
C -0.53 -1.70 0.10
N -1.36 -1.41 1.15
C 1.18 0.62 -0.07
C 0.32 1.39 -0.75
O 1.57 -0.60 -0.54
N -1.08 -1.97 -1.05
H -1.03 -0.68 1.77
H -2.30 -1.24 0.82
H -0.33 -2.10 -1.75
H 1.41 -2.59 -0.06
H 1.26 -1.50 1.33
H 1.59 0.87 0.90
H -0.04 1.04 -1.71
H -1.37 2.62 -0.38
H -0.13 2.72 0.88
H 0.14 3.51 -0.69
```

Calculated values
E_LUMO: 0.91 eV
Energy relative to the best compared isomer or geometry (same formula, charge and spin): 37.5 kcal per mole
Charge: 0
Frontier orbital gap: 0.371 Eh
E: -381.22572 Eh
Spin multiplicity: 1

[5]
Entry from the Open Molecules 2025 dataset: one molecule with the formula C6H11F (the ωB97M-V functional and the def2-TZVPD basis).

Geometry as XYZ:
```
18
C6H11F, DFT the ωB97M-V functional and the def2-TZVPD basis
C -1.61 0.15 1.38
C -0.85 -0.42 0.20
C 0.15 -1.58 0.48
C 1.06 -1.02 -0.54
C 0.31 0.34 -0.44
C 1.03 1.40 0.38
H -2.16 1.03 1.14
H -0.94 0.33 2.27
H -2.30 -0.64 1.64
H -1.57 -0.88 -0.54
H 0.52 -1.45 1.54
H -0.14 -2.62 0.31
H 0.89 -1.34 -1.59
H 2.10 -1.06 -0.28
H 1.94 1.77 -0.12
H 0.44 2.26 0.57
H 1.37 1.06 1.36
F -0.08 0.92 -1.67
```

Calculated values
E_LUMO: 1.12 eV
Energy relative to the best compared isomer or geometry (same formula, charge and spin): 6.3 kcal per mole
Charge: 0
Frontier orbital gap: 0.427 Eh
E: -335.05091 Eh
Spin multiplicity: 1

[6]
Entry from the Open Molecules 2025 dataset: C35H50BBeF4N4O5 as an isolated structure (the ωB97M-V functional and the def2-TZVPD basis).

Geometry as XYZ:
```
100
C35H50BBeF4N4O5, DFT the ωB97M-V functional and the def2-TZVPD basis
Be 10.67 9.36 -23.54
B 9.95 6.56 -21.06
F 9.71 5.67 -20.03
F 11.28 6.70 -21.45
F 9.29 6.23 -22.23
F 9.58 7.88 -20.80
N 13.52 11.16 -21.46
C 14.08 10.60 -20.41
C 15.12 11.23 -19.68
C 15.55 12.46 -20.11
C 14.96 13.09 -21.21
C 13.98 12.38 -21.87
H 13.71 9.61 -20.19
H 15.57 10.74 -18.83
H 16.39 12.97 -19.65
H 15.27 14.08 -21.53
H 13.57 12.81 -22.77
N 15.33 1.88 -21.99
C 16.68 1.69 -22.02
C 17.61 2.47 -21.29
C 17.14 3.56 -20.62
C 15.79 3.78 -20.56
C 14.94 2.84 -21.11
H 17.18 0.88 -22.52
H 18.65 2.17 -21.20
H 17.71 4.27 -20.05
H 15.37 4.59 -19.98
H 13.88 3.04 -21.13
N 10.28 9.72 -15.77
C 10.33 10.43 -14.60
C 9.91 9.93 -13.35
C 9.32 8.65 -13.33
C 9.24 7.95 -14.54
C 9.74 8.49 -15.70
H 10.57 11.48 -14.61
H 10.01 10.54 -12.47
H 8.87 8.33 -12.40
H 8.86 6.94 -14.60
H 9.79 7.79 -16.52
N 8.84 12.50 -21.37
C 9.15 12.88 -20.10
C 8.74 14.04 -19.45
C 7.92 14.87 -20.20
C 7.65 14.62 -21.54
C 8.12 13.42 -22.06
H 9.83 12.22 -19.57
H 9.08 14.22 -18.44
H 7.49 15.75 -19.75
H 6.99 15.19 -22.18
H 7.86 13.13 -23.07
C 5.71 10.26 -17.35
C 4.84 9.52 -18.31
O 3.61 9.38 -18.07
C 5.48 8.94 -19.50
H 6.23 11.04 -17.90
H 6.41 9.44 -17.16
H 5.12 10.54 -16.49
H 4.77 8.58 -20.24
H 6.19 8.16 -19.21
H 6.00 9.77 -19.99
C 10.51 4.13 -26.29
C 10.21 5.51 -26.93
O 10.52 6.56 -26.38
C 9.42 5.45 -28.23
H 11.01 4.19 -25.32
H 11.14 3.49 -26.90
H 9.57 3.61 -26.12
H 9.67 6.34 -28.81
H 8.36 5.31 -28.00
H 9.77 4.54 -28.71
C 16.44 8.25 -26.04
C 15.41 7.38 -25.39
O 14.39 7.86 -24.86
C 15.69 5.89 -25.33
H 16.21 8.03 -27.09
H 17.45 8.06 -25.68
H 16.13 9.28 -25.88
H 14.84 5.44 -24.80
H 16.57 5.72 -24.71
H 15.86 5.44 -26.31
C 5.05 7.71 -25.05
C 5.46 9.06 -24.59
O 6.66 9.30 -24.41
C 4.39 10.08 -24.23
H 4.19 7.34 -24.49
H 5.95 7.11 -24.94
H 4.83 7.74 -26.12
H 3.62 9.70 -23.57
H 3.82 10.36 -25.12
H 4.79 10.92 -23.66
C 6.00 2.77 -19.26
C 5.14 3.14 -20.44
O 3.92 3.30 -20.28
C 5.78 3.17 -21.87
H 7.07 2.67 -19.39
H 5.69 1.76 -19.01
H 5.75 3.41 -18.42
H 6.81 3.53 -21.77
H 5.18 3.82 -22.51
H 5.74 2.22 -22.39
```

Calculated values
E_LUMO: -9.22 eV
Energy relative to the best compared isomer or geometry (same formula, charge and spin): 242.1 kcal per mole
Charge: +1
Frontier orbital gap: 0.056 Eh
E: -2397.52742 Eh
Spin multiplicity: 1

[7]
Entry from the Open Molecules 2025 dataset: a 2-piece molecular cluster, C13H13P overall (the ωB97M-V functional and the def2-TZVPD basis).

Geometry as XYZ:
```
27
C13H13P, DFT the ωB97M-V functional and the def2-TZVPD basis
C -3.66 1.19 -0.43
C 3.69 1.21 -0.11
C -2.75 0.88 -1.43
C -3.47 0.71 0.85
C 3.30 0.34 -1.12
C 2.97 1.28 1.07
C -1.65 0.09 -1.16
C -2.36 -0.07 1.14
C 2.18 -0.46 -0.94
C 1.86 0.48 1.25
C -1.46 -0.38 0.14
C 1.47 -0.39 0.25
C 0.00 -2.73 -0.54
P -0.01 -1.40 0.50
H -4.51 1.81 -0.66
H 4.57 1.82 -0.26
H -2.90 1.26 -2.44
H -4.18 0.95 1.63
H 3.87 0.28 -2.03
H 3.28 1.96 1.85
H -0.94 -0.17 -1.93
H -2.17 -0.45 2.13
H 1.86 -1.15 -1.72
H 1.29 0.49 2.17
H 0.90 -3.34 -0.58
H -0.93 -3.26 -0.65
H -0.25 -0.97 3.04
```

Calculated values
E_LUMO (spin up / spin down): -0.23 / -0.32 eV
Energy relative to the best compared isomer or geometry (same formula, charge and spin): 55.1 kcal per mole
Charge: 0
Frontier orbital gap (spin up / spin down): 0.298 / 0.259 Eh
E: -844.37350 Eh
Spin multiplicity: 1

[8]
Entry from the Open Molecules 2025 dataset: one molecule with the formula C4H6N2O (the ωB97M-V functional and the def2-TZVPD basis).

Geometry as XYZ:
```
13
C4H6N2O, DFT the ωB97M-V functional and the def2-TZVPD basis
C 1.41 0.87 -1.37
O 0.59 1.26 -0.29
C -0.12 0.27 0.28
C -0.27 -1.06 0.08
N -1.21 -1.45 1.05
C -1.68 -0.43 1.83
N -0.94 0.61 1.34
H 2.18 0.16 -1.03
H 1.88 1.78 -1.74
H 0.82 0.41 -2.17
H 0.24 -1.74 -0.58
H -1.82 -2.24 0.95
H -1.08 1.56 1.65
```

Calculated values
E_LUMO: 0.82 eV
Energy relative to the best compared isomer or geometry (same formula, charge and spin): 53.5 kcal per mole
Charge: 0
Frontier orbital gap: 0.341 Eh
E: -340.70971 Eh
Spin multiplicity: 1

[9]
Entry from the Open Molecules 2025 dataset: one molecule with the formula C21H28N4O2S (the ωB97M-V functional and the def2-TZVPD basis).

Geometry as XYZ:
```
56
C21H28N4O2S, DFT the ωB97M-V functional and the def2-TZVPD basis
C 3.37 2.47 1.68
N 3.43 1.13 1.10
C 4.69 0.56 1.01
S 6.11 1.42 1.28
N 4.65 -0.80 0.71
C 5.94 -1.44 0.51
C 3.53 -1.35 -0.02
O 3.74 -2.32 -0.78
C 2.25 -0.70 0.11
C 1.15 -1.14 -0.80
C -0.27 -0.75 -0.26
C -0.67 0.57 -0.41
C -1.96 0.98 -0.11
C -2.84 0.09 0.54
N -4.11 0.50 0.83
C -4.66 1.69 0.18
C -3.64 2.80 0.11
C -2.36 2.32 -0.57
C -5.12 -0.42 1.30
C -4.50 -1.40 2.28
C -3.29 -2.12 1.67
C -2.38 -1.21 0.90
C -1.11 -1.61 0.47
C 2.28 0.30 1.16
O 1.43 0.53 2.03
H 2.35 2.86 1.65
H 3.75 2.45 2.71
H 4.05 3.11 1.10
H 5.76 -2.49 0.33
H 6.46 -0.97 -0.32
H 6.51 -1.28 1.42
H 1.18 -2.22 -1.00
H 0.04 1.33 -0.81
H -5.03 1.43 -0.84
H -5.54 1.99 0.77
H -4.08 3.63 -0.45
H -3.39 3.15 1.12
H -1.56 3.03 -0.38
H -2.53 2.32 -1.66
H -5.92 0.18 1.77
H -5.57 -0.97 0.44
H -4.19 -0.87 3.19
H -5.28 -2.12 2.56
H -2.72 -2.59 2.48
H -3.67 -2.93 1.04
H -0.83 -2.66 0.67
C 0.24 -0.86 -3.19
N 1.40 -0.50 -2.31
C 2.69 -0.69 -3.06
H -0.68 -0.41 -2.80
H 0.44 -0.44 -4.20
H 0.15 -1.96 -3.32
H 1.35 0.49 -2.04
H 3.47 -0.07 -2.60
H 2.97 -1.75 -3.15
H 2.51 -0.29 -4.08
```

Calculated values
E_LUMO: 0.18 eV
Energy relative to the best compared isomer or geometry (same formula, charge and spin): 56.0 kcal per mole
Charge: 0
Frontier orbital gap: 0.274 Eh
E: -1584.69010 Eh
Spin multiplicity: 1

[10]
Entry from the Open Molecules 2025 dataset: one molecule with the formula C16H32O2S (the ωB97M-V functional and the def2-TZVPD basis).

Geometry as XYZ:
```
51
C16H32O2S, DFT the ωB97M-V functional and the def2-TZVPD basis
C -8.22 -0.78 -1.69
C -6.93 -0.35 -1.02
C -6.67 -1.14 0.26
C -5.44 -0.66 1.04
C -4.13 -0.94 0.31
C -2.89 -0.66 1.16
C -2.74 0.80 1.62
C -2.70 1.83 0.50
C -1.57 1.62 -0.52
C -0.18 1.74 0.09
C 0.91 1.65 -0.98
C 2.32 1.89 -0.44
C 2.79 0.80 0.53
C 4.25 0.97 0.89
H 4.46 1.99 1.20
H 4.56 0.28 1.68
S 5.36 0.66 -0.54
C 5.84 -1.08 -0.24
C 4.62 -1.96 -0.21
O 3.99 -2.34 -1.15
O 4.29 -2.27 1.06
H 3.49 -2.82 1.07
H 6.39 -1.14 0.69
H 6.47 -1.34 -1.09
H 2.63 -0.18 0.06
H 2.20 0.83 1.45
H 3.02 1.92 -1.28
H 2.35 2.86 0.06
H 0.71 2.39 -1.76
H 0.87 0.66 -1.46
H -0.09 2.70 0.60
H -0.03 0.95 0.82
H -1.68 2.38 -1.30
H -1.68 0.65 -1.00
H -3.65 1.83 -0.03
H -2.58 2.82 0.95
H -1.83 0.87 2.22
H -3.58 1.05 2.28
H -2.93 -1.29 2.05
H -2.00 -0.95 0.60
H -4.08 -0.34 -0.60
H -4.10 -1.99 0.01
H -5.54 0.41 1.23
H -5.41 -1.18 2.00
H -7.55 -1.06 0.91
H -6.55 -2.20 0.01
H -6.99 0.72 -0.77
H -6.10 -0.49 -1.71
H -9.07 -0.63 -1.03
H -8.18 -1.84 -1.96
H -8.39 -0.21 -2.60
```

Calculated values
E_LUMO: 0.57 eV
Energy relative to the best compared isomer or geometry (same formula, charge and spin): 3.2 kcal per mole
Charge: 0
Frontier orbital gap: 0.346 Eh
E: -1177.54360 Eh
Spin multiplicity: 1

[11]
Entry from the Open Molecules 2025 dataset: a 2-piece molecular cluster, C3H10NS overall (the ωB97M-V functional and the def2-TZVPD basis).

Geometry as XYZ:
```
15
C3H10NS, DFT the ωB97M-V functional and the def2-TZVPD basis
C 2.90 -0.83 -0.46
N 1.78 -1.16 0.04
H 3.82 -1.25 -0.07
H 2.98 -0.20 -1.34
H 0.86 -0.79 -0.30
H 1.80 -1.57 0.97
C -1.94 -0.70 0.92
C -1.89 0.75 0.48
S -0.34 0.96 -0.54
H -2.69 -0.80 1.71
H -2.33 -1.45 0.22
H -0.98 -1.05 1.30
H -1.73 1.37 1.35
H -2.74 1.08 -0.11
H -0.17 2.29 -0.41
```

Calculated values
E_LUMO: -5.29 eV
Energy relative to the best compared isomer or geometry (same formula, charge and spin): 31.8 kcal per mole
Charge: +1
Frontier orbital gap: 0.291 Eh
E: -572.94845 Eh
Spin multiplicity: 1

[12]
Entry from the Open Molecules 2025 dataset: a 2-piece molecular cluster, C3H7O3S2 overall (the ωB97M-V functional and the def2-TZVPD basis).

Geometry as XYZ:
```
15
C3H7O3S2, DFT the ωB97M-V functional and the def2-TZVPD basis
C 1.62 -0.37 0.03
C -1.78 0.52 -0.68
C 0.53 -1.23 -0.32
O 0.63 -2.37 3.26
O 0.72 0.09 3.53
O -1.44 -1.08 3.13
S -0.69 -0.87 -1.46
S 0.04 -1.06 2.92
H 2.49 -0.58 -0.75
H 1.97 -0.67 1.01
H 1.44 0.72 0.04
H -2.78 0.32 -1.05
H -1.33 1.59 -0.76
H -1.85 0.26 0.29
H 0.55 -2.30 -0.18
```

Calculated values
E_LUMO (spin up / spin down): 2.92 / 3.11 eV
Energy relative to the best compared isomer or geometry (same formula, charge and spin): 87.8 kcal per mole
Charge: -1
Frontier orbital gap (spin up / spin down): 0.245 / 0.270 Eh
E: -1140.55862 Eh
Spin multiplicity: 1

[13]
Entry from the Open Molecules 2025 dataset: C24H22FeN2O11 as an isolated structure (the ωB97M-V functional and the def2-TZVPD basis).

Geometry as XYZ:
```
60
C24H22FeN2O11, DFT the ωB97M-V functional and the def2-TZVPD basis
Fe -0.33 -0.43 -1.33
C -2.93 2.04 -5.07
C -2.51 1.32 -3.80
O -1.97 0.06 -4.22
C -1.89 2.24 -1.74
C -0.63 2.40 -0.94
C -0.31 3.77 -0.42
N 0.11 1.38 -0.78
N 1.35 1.53 -0.19
C 2.07 0.46 -0.48
O 1.70 -0.53 -1.17
C 3.45 0.43 0.09
C 3.94 1.45 0.91
C 5.23 1.38 1.42
C 6.04 0.29 1.12
C 5.56 -0.73 0.31
C 4.27 -0.66 -0.20
H -2.06 2.22 -5.69
H -3.40 3.00 -4.82
H -3.64 1.43 -5.62
H -2.50 3.15 -1.61
H -0.34 4.50 -1.24
H 0.67 3.78 0.05
H -1.07 4.06 0.31
H 3.29 2.28 1.13
H 5.60 2.17 2.06
H 7.04 0.23 1.53
H 6.18 -1.58 0.08
H 3.86 -1.44 -0.83
O -3.63 1.31 -0.33
C -2.82 1.02 -1.47
O -2.23 -0.17 -1.38
C -3.63 1.09 -2.78
O -1.55 2.13 -3.14
C -0.64 -0.33 -3.92
C -0.63 -1.85 -3.58
O -0.69 -2.63 -4.54
O -0.51 -2.15 -2.35
H -3.11 0.91 0.39
H -4.32 1.93 -2.79
H -4.15 0.15 -2.96
H -0.20 0.32 -3.13
H -0.01 -0.17 -4.79
O -1.83 0.34 1.62
C -1.05 -0.63 1.57
O -0.39 -1.08 0.60
C -0.85 -1.42 2.86
C -1.53 -1.04 4.01
C -1.38 -1.73 5.22
C -0.53 -2.81 5.21
O -0.17 -3.64 6.26
C 0.47 -4.73 5.60
O 0.97 -4.27 4.37
C 0.15 -3.18 4.07
C 0.02 -2.51 2.88
H -2.19 -0.19 3.93
H -1.91 -1.44 6.12
H -0.29 -5.51 5.41
H 1.28 -5.10 6.22
H 0.54 -2.79 1.97
```

Calculated values
E_LUMO (spin up / spin down): 4.26 / 4.26 eV
Energy relative to the best compared isomer or geometry (same formula, charge and spin): 32.2 kcal per mole
Charge: -2
Frontier orbital gap (spin up / spin down): 0.213 / 0.213 Eh
E: -3128.72861 Eh
Spin multiplicity: 1